Here is one molecule with the formula C4H9NOS in a non-equilibrium geometry from OMol25. Energies are from ωB97M-V with the def2-TZVPD basis set.

## Properties
E = -685.95045 Eh
multiplicity = 1
SMILES = CC(=O)NCCS
energy above the lowest of the compared OMol25 structures with the same formula, charge and spin = 43.0 kcal per mole

Geometry (Å):
C  -2.08  -0.25  -1.82
C  -1.42  0.63  -0.69
O  -1.81  1.60  -0.06
N  -0.14  0.07  -0.43
C  0.47  0.42  0.91
C  1.61  -0.65  1.30
S  3.20  0.07  1.94
H  -2.41  -1.39  -1.64
H  -2.92  0.33  -2.25
H  -1.37  -0.32  -2.70
H  0.10  -0.70  -1.03
H  0.67  1.51  0.99
H  -0.37  0.35  1.65
H  2.04  -1.48  0.57
H  1.29  -1.33  2.12
H  3.14  1.12  1.12